Entry 1:
A 2-piece molecular cluster, C3H10N2O overall, computed with wB97M-V/def2-TZVPD.

- spin multiplicity = 1
- molecular weight (g/mol) = 90.1
- SMILES string = [H]/N=C/NCC.O
- Kohn-Sham gap (eV) = 10.2
- ΔE to the lowest compared entry with this formula, charge and spin (kcal/mol) = 30.0

Geometry as XYZ:
```
16
Properties=species:S:1:pos:R:3:forces:R:3:lowdin_charge:R:1
O 3.46007 0.51409 1.25789 0.0796 -0.0715 -0.0566 -0.110
N 1.48320 -1.25249 0.20062 0.3594 -0.3931 0.3569 0.070
N 0.21244 0.43399 -0.68018 -0.7852 -1.6689 0.2983 -0.016
C 0.39834 -0.90959 -0.35027 0.2966 0.8606 -0.5672 -0.307
C -1.21036 0.85062 -0.75634 0.3955 -0.6872 -0.0637 -0.233
C -2.21105 0.04362 0.10852 -0.3673 1.6025 0.7319 -0.114
H -1.26977 1.87576 -0.41256 0.0564 0.1774 -0.0100 0.105
H -0.43716 -1.54238 -0.66331 0.2369 -0.1800 0.1668 0.124
H 0.90205 0.95879 -0.16007 -0.4769 0.5633 -0.0475 0.106
H -1.83042 -0.08733 1.12573 0.0173 0.1760 -0.0495 0.079
H -2.68566 -0.88821 -0.14646 0.5320 -0.5325 -0.9329 0.058
H 3.01689 1.06110 0.58833 0.2978 -0.5973 0.3288 0.010
H -1.53156 0.83759 -1.80153 0.0614 0.0416 0.0444 0.105
H 3.15307 -0.40325 1.09215 -0.1748 1.0237 -0.1944 -0.001
H -3.06191 0.73568 0.15855 -0.0427 -0.1771 0.3574 0.070
H 1.61182 -2.22798 0.43893 -0.4858 -0.1376 -0.3628 0.055
```
Positions in Å, forces in eV/Å.



Entry 2:
C3H10N2O in the gas phase, computed with wB97M-V/def2-TZVPD.

- spin multiplicity = 1
- molecular weight (g/mol) = 90.1
- SMILES string = NCC(O)CN
- Kohn-Sham gap (eV) = 9.8
- ΔE to the lowest compared entry with this formula, charge and spin (kcal/mol) = 41.0

Geometry as XYZ:
```
16
Properties=species:S:1:pos:R:3:forces:R:3:lowdin_charge:R:1
O 1.83847 -1.21723 -0.29198 2.1862 0.6525 3.9499 -0.098
N -1.83221 -0.35837 -0.08926 -0.8108 -0.4174 -0.9799 -0.032
N 0.07099 2.02826 -0.13031 -1.1745 0.0788 -0.6065 -0.023
C 0.66719 -0.39063 -0.24512 0.1489 -0.7264 -1.8912 -0.457
C 0.91407 0.96204 0.36607 -0.1030 -0.6850 2.2947 -0.273
C -0.59147 -1.14992 0.18240 -0.7361 1.0241 1.7816 -0.221
H -0.60947 -1.28332 1.29183 0.2621 -0.1445 -0.6782 0.123
H 0.30870 2.28882 -1.09595 0.1645 -0.2290 0.5797 0.071
H 0.62239 0.72110 1.48019 0.8677 1.1728 -1.4933 0.144
H 2.46397 -1.01662 0.58624 -2.6748 -0.7893 -3.3985 0.180
H 2.01428 1.22135 0.28549 -1.2966 -0.2065 0.1603 0.129
H -0.91282 1.67101 -0.19471 1.2007 0.3868 0.3141 0.058
H -2.61177 -0.66339 0.52378 0.8989 0.2163 -0.6355 0.077
H -2.18723 -0.46108 -1.08225 0.7646 0.0185 1.6023 0.097
H 0.46516 -0.24350 -1.29742 0.0842 0.3830 -0.7155 0.129
H -0.62027 -2.10852 -0.28901 0.2182 -0.7348 -0.2840 0.097
```
Positions in Å, forces in eV/Å.



Entry 3:
A 2-piece molecular cluster, C3H10N2O overall, computed with wB97M-V/def2-TZVPD.

- spin multiplicity = 1
- molecular weight (g/mol) = 90.1
- SMILES string = CC=O.NCN
- Kohn-Sham gap (eV) = 9.4
- ΔE to the lowest compared entry with this formula, charge and spin (kcal/mol) = 64.5

Geometry as XYZ:
```
16
Properties=species:S:1:pos:R:3:forces:R:3:lowdin_charge:R:1
O 2.95897 -0.61034 -0.64041 -3.0607 -1.4728 0.4893 -0.007
N -1.84722 1.03046 1.67746 -3.4777 -1.2335 -1.1320 -0.054
N 0.27883 0.96129 0.60492 0.6075 0.7410 1.5092 -0.005
C 0.72763 -1.44395 -1.51853 0.0157 2.4854 1.2388 -0.056
C 1.98826 -1.37595 -0.51295 1.6316 -0.3714 -2.4722 -0.261
C -1.13259 0.98769 0.37348 -1.3411 1.3748 0.5622 -0.399
H 0.46967 -2.43539 -1.87950 0.8122 -0.1223 -0.3813 0.061
H 0.59281 1.62516 1.37993 -0.3869 -1.5506 -2.0324 0.114
H -0.21464 -1.20491 -0.97195 0.7471 -0.0730 0.1887 0.038
H -1.50515 1.91019 -0.18727 0.7524 -0.9594 0.0246 0.102
H 0.98436 0.52599 0.00749 -0.8260 0.8504 0.4832 0.019
H -1.67878 1.60251 2.47024 1.2790 0.9062 0.0882 0.029
H 0.75919 -0.58763 -2.28231 0.3810 -1.6563 0.7551 0.106
H -2.88876 1.21329 1.47598 2.1534 -0.5369 0.3315 0.093
H -1.60185 0.09116 -0.12967 1.1229 0.7798 0.2846 0.102
H 2.10928 -2.28957 0.13311 -0.4103 0.8385 0.0627 0.118
```
Positions in Å, forces in eV/Å.



Entry 4:
A 2-piece molecular cluster, C3H10N2O overall, computed with wB97M-V/def2-TZVPD.

- spin multiplicity = 1
- molecular weight (g/mol) = 90.1
- SMILES string = C/C(N)=C/N.O
- Kohn-Sham gap (eV) = 8.1
- ΔE to the lowest compared entry with this formula, charge and spin (kcal/mol) = 40.0

Geometry as XYZ:
```
16
Properties=species:S:1:pos:R:3:forces:R:3:lowdin_charge:R:1
O -1.39335 1.49184 3.04527 -0.1912 0.0993 -0.1154 -0.051
N 0.38659 1.31284 0.30788 -1.2293 -0.2758 -0.9887 0.044
N 1.32575 -0.36332 -1.91696 0.0876 -0.8932 0.6078 0.064
C 0.29492 -0.75919 -1.00114 0.1321 1.3267 0.2451 -0.408
C -0.20662 0.10642 -0.09864 0.4534 -0.3449 -0.2434 -0.186
C -0.03538 -2.21109 -0.93880 -0.6327 0.3776 -0.8318 -0.070
H -0.22268 -2.64339 -1.92621 0.0994 -0.1060 0.0070 0.070
H -0.94571 -2.32734 -0.35233 0.1379 -0.2568 0.1625 0.074
H 0.21897 1.56614 1.25976 0.5723 0.4879 0.0206 0.046
H -1.33646 1.11705 2.16156 -0.1124 -0.1979 0.0159 -0.009
H 0.81380 -2.71952 -0.48443 -0.1115 -0.1905 0.0684 0.082
H -1.21060 -0.09124 0.26576 0.3840 -0.3180 0.7422 0.104
H 0.97056 -0.51893 -2.84967 0.2829 0.0986 -0.1965 0.079
H 1.64057 0.58898 -1.81248 -0.1777 0.0204 -0.1404 0.053
H 1.16447 1.66610 -0.21458 0.1603 0.1574 0.5157 0.064
H -2.25886 1.91941 3.04164 0.1448 0.0154 0.1311 0.047
```
Positions in Å, forces in eV/Å.



Entry 5:
A 2-piece molecular cluster, C3H10N2O overall, computed with wB97M-V/def2-TZVPD.

- spin multiplicity = 1
- molecular weight (g/mol) = 90.1
- SMILES string = C/C(N)=C/N.O
- Kohn-Sham gap (eV) = 8.5
- ΔE to the lowest compared entry with this formula, charge and spin (kcal/mol) = 39.1

Geometry as XYZ:
```
16
Properties=species:S:1:pos:R:3:forces:R:3:lowdin_charge:R:1
O -1.32763 0.07266 -2.57417 -1.6542 0.6789 -0.0254 -0.137
N 0.50799 -1.04788 -0.43926 1.7734 0.3600 -0.1384 0.075
N -0.04078 1.64110 -0.68526 -0.1202 -0.3048 0.2584 -0.029
C 0.59791 -1.14677 1.94203 0.5077 1.4392 -0.8541 -0.057
C 0.39247 -0.22562 0.66807 -1.4319 -0.8823 2.6661 -0.393
C -0.10828 1.04363 0.65182 1.4109 -0.8866 -0.5854 -0.123
H -2.25958 0.45660 -2.60259 2.0182 -0.7484 0.1357 0.068
H -0.01839 2.62176 -0.62885 -0.5563 1.5490 0.2267 0.056
H 0.66909 -0.53542 2.86314 -0.1318 -0.5897 -0.3761 0.068
H 1.53157 -1.78941 1.83081 -1.0771 0.9507 0.1067 0.085
H -0.81943 0.67128 -1.96927 -0.7141 -0.0156 -0.2308 -0.031
H -0.27361 -1.79865 1.90824 0.0713 -0.1494 0.5220 0.066
H -0.51066 1.64124 1.53458 0.9605 -0.9510 -1.4465 0.123
H 0.84232 1.46613 -1.17751 -0.1643 -0.6570 0.6187 0.097
H 1.04121 -1.87235 -0.23385 -0.0832 -0.1709 -0.2271 0.073
H -0.22421 -1.19830 -1.08793 -0.8090 0.3779 -0.6507 0.060
```
Positions in Å, forces in eV/Å.



Entry 6:
A 2-piece molecular cluster, C3H10N2O overall, computed with wB97M-V/def2-TZVPD.

- spin multiplicity = 1
- molecular weight (g/mol) = 90.1
- Kohn-Sham gap (eV) = 8.6
- ΔE to the lowest compared entry with this formula, charge and spin (kcal/mol) = 70.0

Geometry as XYZ:
```
16
Properties=species:S:1:pos:R:3:forces:R:3:lowdin_charge:R:1
O 0.38358 0.58377 -0.82747 0.2424 -0.2651 0.0409 -0.374
N -0.07254 -1.26097 1.18764 0.9853 -0.8428 -1.1142 -0.023
N -1.72915 -1.12045 -0.47788 -0.2338 2.3678 0.1719 0.102
C -0.83723 -0.50867 0.38875 -0.2329 1.6097 -0.5332 -0.275
C 0.30870 1.76531 -1.61512 0.9360 -1.0409 0.4436 -0.267
C 1.09782 -0.61096 1.79656 -0.7375 0.3673 -1.1132 -0.060
H -0.98152 0.52656 0.72726 -0.5919 -0.9071 -0.0402 0.145
H -0.70050 2.11427 -1.80586 -0.5610 0.2561 0.0423 0.040
H 0.91024 2.61679 -1.19345 -0.5081 -0.5386 -0.1274 0.063
H 0.75053 1.53391 -2.60766 -0.1739 0.2528 0.2366 0.057
H 0.78549 0.40907 1.97177 0.3892 0.2982 0.0670 0.087
H 0.15250 -2.18742 0.78994 -0.3151 0.6569 0.3809 0.151
H 1.34382 -1.07494 2.70433 0.2100 -0.7065 1.3258 0.059
H 1.94989 -0.65591 1.12160 -0.0897 0.3009 -0.0579 0.090
H -2.10424 -0.36155 -1.09272 0.3145 -1.1225 0.7276 0.122
H -1.25737 -1.76882 -1.06770 0.3666 -0.6863 -0.4506 0.084
```
Positions in Å, forces in eV/Å.